C10H17NO6 in the gas phase at a distorted geometry, computed with wB97M-V/def2-TZVPD.

SMILES: CC(C)(OOO[N+](=O)[O-])[C@H]1CC=C(CO)CC1
DFT total energy in eV: -24410.806
HOMO-LUMO gap in hartree: 0.320

Structure (XYZ):
```
34
C10H17NO6, DFT wB97M-V/def2-TZVPD
C 0.70 2.63 0.46
C -0.27 1.50 0.19
C -1.55 2.04 -0.43
O -0.62 0.88 1.43
O -1.24 1.91 2.26
O -2.39 1.41 2.87
N -2.77 2.61 3.87
O -3.94 2.57 4.18
O -1.84 3.31 4.17
C 0.33 0.31 -0.56
C 1.54 -0.26 0.21
C 1.96 -1.61 -0.27
C 1.17 -2.42 -0.99
C 1.67 -3.73 -1.53
O 1.71 -3.61 -2.94
C -0.20 -2.01 -1.45
C -0.74 -0.77 -0.73
H 1.02 3.13 -0.47
H 0.20 3.38 1.08
H 1.60 2.28 0.98
H -1.39 2.31 -1.48
H -2.36 1.31 -0.36
H -1.83 2.95 0.13
H 0.66 0.63 -1.56
H 2.38 0.45 0.13
H 1.26 -0.30 1.27
H 2.95 -1.94 0.05
H 2.68 -3.93 -1.14
H 0.98 -4.53 -1.23
H 2.09 -4.41 -3.32
H -0.90 -2.84 -1.30
H -0.17 -1.81 -2.53
H -1.09 -1.05 0.28
H -1.60 -0.37 -1.29
```